Record 1
Molecular formula: C20H40O16
Method: DFT, ωB97M-V/def2-TZVPD

Summary:
Lowest unoccupied orbital energy, eV: 0.176
SMILES: C[C@H]1COC(=O)O1.C[C@H]1COC(=O)O1.C[C@H]1COC(=O)O1.C[C@H]1COC(=O)O1.CO.CO.CO.CO
Energy relative to the best compared isomer or geometry (same formula, charge and spin), eV: 0.2209

```
76
C20H40O16 ωB97M-V/def2-TZVPD
C -0.2814 -0.1147 0.2645
O -1.2450 -0.5971 1.1739
H 0.6676 -0.6569 0.3087
H -0.6821 -0.1576 -0.7466
H -0.0556 0.9442 0.4495
H -0.9876 -0.3748 2.0947
C -1.3778 3.4784 -0.3030
O -1.6027 4.8886 -0.3241
H -0.3171 3.2847 -0.1672
H -1.9785 2.9960 0.4731
H -1.6575 3.0126 -1.2607
H -2.4858 5.0286 -0.6774
C -3.9042 -1.4562 3.2609
O -3.0644 -2.3402 2.5513
H -4.9395 -1.7912 3.1507
H -3.6356 -1.3964 4.3191
H -3.8765 -0.4286 2.8673
H -2.3739 -1.8421 2.0915
C -0.6134 1.6971 3.4491
O -1.1311 0.4144 3.8282
H -0.6262 2.4028 4.2858
H 0.4240 1.6250 3.1186
H -1.2601 2.0974 2.6752
H -0.7535 0.1498 4.6710
C 5.1134 -0.8617 -1.9465
C 3.8271 -1.4401 -1.3861
C 3.2408 -2.5488 -2.2506
O 2.7249 -3.4705 -1.2964
C 3.3207 -3.2554 -0.1036
O 3.1897 -3.9271 0.8463
O 4.1045 -2.1516 -0.1544
H 4.8873 -0.2342 -2.8090
H 5.7875 -1.6620 -2.2569
H 5.6316 -0.2815 -1.1890
H 3.1296 -0.6256 -1.1905
H 3.9940 -3.0105 -2.8889
H 2.4450 -2.1396 -2.8696
C -0.1305 -0.8388 -6.4869
C -0.2790 -0.3997 -5.0525
C -1.7191 -0.4037 -4.4949
O -1.6784 -1.2446 -3.3601
C -0.4239 -1.7056 -3.1531
O -0.0988 -2.4209 -2.2665
O 0.3907 -1.3433 -4.1803
H -0.7028 -0.1881 -7.1495
H -0.5188 -1.8515 -6.6033
H 0.9170 -0.8117 -6.7791
H 0.1925 0.5679 -4.8675
H -2.4371 -0.7853 -5.2248
H -2.0605 0.6008 -4.2396
C -4.2737 1.0564 -0.1990
C -3.9997 -0.0163 -1.2131
C -3.7235 -1.4016 -0.6260
O -4.6478 -2.2644 -1.3405
C -5.4632 -1.5307 -2.1082
O -6.3392 -1.9555 -2.7640
O -5.1527 -0.2079 -2.0249
H -4.3787 2.0160 -0.7162
H -3.4649 1.1365 0.5260
H -5.2261 0.9001 0.3092
H -3.1132 0.2688 -1.7867
H -3.9556 -1.5084 0.4329
H -2.7001 -1.7259 -0.7907
C 3.9023 1.4317 5.8342
C 4.2079 1.9686 4.4662
C 4.6044 0.9173 3.4310
O 3.9943 1.4235 2.2129
C 3.0226 2.3014 2.5391
O 2.2521 2.7832 1.7740
O 3.0065 2.5173 3.8790
H 3.7022 2.2322 6.5435
H 4.7731 0.8924 6.2197
H 3.0627 0.7416 5.7884
H 4.9527 2.7659 4.5110
H 4.1895 -0.0702 3.6205
H 5.6788 0.8972 3.2809
```

***

Record 2
Molecular formula: C20H41Cl20FN2O4S
Method: DFT, ωB97M-V/def2-TZVPD

Summary:
Lowest unoccupied orbital energy, eV: 0.051
SMILES: CC(=O)N(C)CCCCN(C[C@H](C)O)S(=O)(=O)F.ClCCl.ClCCl.ClCCl.ClCCl.ClCCl.ClCCl.ClCCl.ClCCl.ClCCl.ClCCl

```
89
C20H41Cl20FN2O4S ωB97M-V/def2-TZVPD
C 1.9867 0.9949 0.5935
C 1.7078 -0.2328 1.4273
O 1.9367 -0.2422 2.6014
N 1.2034 -1.4067 0.7720
C 2.2213 -1.8931 -0.1750
C -0.1055 -1.1394 0.1093
C -1.1588 -2.0196 0.7750
C -2.5991 -1.8165 0.2813
C -3.2986 -0.6546 0.9813
N -2.7092 0.6770 0.6604
C -3.4429 1.4015 -0.4063
C -3.2609 0.8846 -1.8356
C -4.3531 -0.1140 -2.2742
O -1.9430 0.4000 -2.0253
S -2.5737 1.7515 1.9097
O -3.8114 2.3797 2.2530
O -1.4060 2.5473 1.7268
F -2.2496 0.7685 3.0764
H 1.3810 1.0380 -0.3119
H 3.0362 0.9858 0.2876
H 1.8136 1.8814 1.2021
H 2.2802 -1.2822 -1.0848
H 1.9836 -2.9234 -0.4464
H 3.2037 -1.8816 0.3020
H -0.3589 -0.0830 0.1856
H -0.0110 -1.4111 -0.9444
H -0.8560 -3.0525 0.6050
H -1.1429 -1.8102 1.8489
H -2.6682 -1.7500 -0.8050
H -3.1714 -2.7063 0.5714
H -4.3725 -0.6366 0.7575
H -3.2160 -0.8619 2.0411
H -4.5107 1.4228 -0.1672
H -3.0847 2.4332 -0.3909
H -3.3962 1.7761 -2.4551
H -5.1094 0.4095 -2.8629
H -3.9364 -0.9067 -2.8983
H -4.8745 -0.5615 -1.4260
H -1.9635 -0.3034 -2.6826
C 1.4779 -2.2530 -4.4927
Cl 3.1636 -1.7604 -4.3319
Cl 0.3853 -1.1476 -3.6442
H 1.2154 -2.2575 -5.5434
H 1.3663 -3.2406 -4.0614
C 0.5174 -5.9213 2.4235
Cl -0.0412 -5.5022 0.7999
Cl -0.1502 -4.8305 3.6464
H 0.1981 -6.9307 2.6511
H 1.5974 -5.8429 2.4468
C -1.4013 4.9097 4.6337
Cl -0.5847 6.4178 4.1915
Cl -1.4202 4.6647 6.3829
H -2.4235 4.9510 4.2790
H -0.8645 4.0932 4.1718
C -0.0363 6.6229 0.2513
Cl -1.2930 7.0828 -0.9100
Cl 0.9904 5.3275 -0.3696
H 0.5806 7.4901 0.4521
H -0.5179 6.2791 1.1587
C -1.5699 3.6789 -4.9955
Cl -0.7269 3.4302 -3.4676
Cl -3.1221 2.8258 -5.0814
H -1.7715 4.7370 -5.1103
H -0.9408 3.3165 -5.7992
C 6.6667 -4.0468 -4.8227
Cl 7.1523 -4.3450 -3.1508
Cl 5.0928 -4.7608 -5.1948
H 6.5955 -2.9766 -4.9758
H 7.4036 -4.4886 -5.4790
C 6.5557 -8.1195 -6.8662
Cl 6.7005 -9.2835 -8.1852
Cl 7.6590 -6.7500 -7.0601
H 5.5433 -7.7350 -6.8510
H 6.7960 -8.6186 -5.9357
C 2.3177 -5.7500 6.2227
Cl 3.0165 -7.0765 5.2785
Cl 2.4178 -6.0489 7.9609
H 2.8637 -4.8428 5.9949
H 1.2767 -5.6502 5.9465
C 1.0302 7.2375 7.8662
Cl 2.3867 8.3355 7.5784
Cl -0.0977 7.8760 9.0696
H 0.4967 7.0978 6.9338
H 1.4212 6.2949 8.2285
C -4.8947 5.1375 -0.6677
Cl -4.3166 4.2510 -2.0888
Cl -6.6569 5.2486 -0.6252
H -4.5628 4.6104 0.2209
H -4.4834 6.1389 -0.7028
```

***

Record 3
Molecular formula: C20H41F6N4PPtSbSi3
Method: DFT, ωB97M-V/def2-TZVPD

Summary:
Lowest unoccupied orbital energy (spin up / spin down), eV: -6.677 / -8.051
Charge: +2
Energy relative to the best compared isomer or geometry (same formula, charge and spin), eV: 0.0226
Multiplicity: 2
⟨S²⟩: 0.76

```
77
C20H41F6N4PPtSbSi3 ωB97M-V/def2-TZVPD
Pt 0.2188 0.7907 -0.6551
C -2.8804 -2.0654 -3.1247
Si -2.4435 -0.6879 -1.9324
C -3.5647 -0.7397 -0.4387
C -2.7096 0.9149 -2.8607
C -0.5872 -0.9838 -1.4360
Si -0.3495 -2.4423 -0.2068
C -1.1521 -2.0845 1.4607
C 1.4691 -2.7747 0.1285
C -1.1393 -4.0281 -0.7924
Si 0.4976 -1.2159 -2.9907
C 0.1480 -0.0037 -4.3558
C 0.6670 -2.9446 -3.6530
C 2.1606 -0.6899 -2.2429
C 3.4314 -1.0371 -2.6857
C 4.5565 -0.5417 -2.0531
C 4.3958 0.3231 -0.9763
C 3.1226 0.6433 -0.5711
N 2.0369 0.1340 -1.1809
H -3.9356 -1.9251 -3.3786
H -2.7654 -3.0752 -2.7396
H -2.3262 -1.9841 -4.0623
H -4.5665 -0.4492 -0.7650
H -3.2622 -0.0267 0.3320
H -3.6462 -1.7297 0.0079
H -3.5162 1.4825 -2.3916
H -3.0202 0.6978 -3.8845
H -1.8462 1.5709 -2.9225
H -1.2112 -1.0220 1.6875
H -0.5959 -2.5916 2.2541
H -2.1692 -2.4727 1.4874
H 2.0048 -1.9253 0.5581
H 2.0153 -3.0929 -0.7610
H 1.5296 -3.5974 0.8460
H -2.2267 -3.9777 -0.7288
H -0.8168 -4.8131 -0.1016
H -0.8685 -4.3455 -1.7962
H -0.8136 -0.1968 -4.8343
H 0.9196 -0.1007 -5.1238
H 0.1460 1.0327 -4.0107
H -0.2951 -3.3519 -3.9647
H 1.1200 -3.6389 -2.9456
H 1.3002 -2.9082 -4.5439
H 3.5266 -1.7007 -3.5351
H 5.5467 -0.8118 -2.3948
H 5.2443 0.7542 -0.4650
H 2.9478 1.3421 0.2356
C 0.0868 3.0142 4.2867
N -0.8143 1.7804 4.0737
C -0.1532 0.5656 4.7487
N 1.1739 0.3840 4.2704
C 1.9733 1.5877 4.5004
N 1.4005 2.7456 3.8206
C 1.4949 2.6679 2.3664
P 0.5523 1.1912 1.7484
C -1.0498 1.5289 2.6138
C 1.2456 -0.0884 2.8870
H 0.0851 3.2075 5.3590
H -0.3743 3.8413 3.7482
H -1.7167 1.9574 4.5208
H -0.7824 -0.2988 4.5386
H -0.1510 0.7763 5.8177
H 2.9887 1.4220 4.1452
H 2.0100 1.7872 5.5717
H 2.5430 2.5857 2.0752
H 1.0912 3.5679 1.9085
H -1.7325 0.6869 2.5200
H -1.5124 2.4130 2.1759
H 2.2877 -0.2825 2.6266
H 0.6999 -1.0258 2.7774
F 0.6612 3.2211 -0.4287
Sb -1.1351 3.9052 -0.7173
F -0.5726 5.6524 -0.8999
F -0.8741 3.4202 -2.4974
F -2.9633 4.1245 -0.8719
F -1.5482 1.9213 -0.3529
F -1.2116 4.0306 1.1753
```

***

| no. | largest force on an atom (eV/Å) |
| --- | --- |
| 1 | 1.63 |
| 2 | 0.78 |
| 3 | 0.16 |